The following is a DFT calculation (ωB97M-V/def2-TZVPD) of C37H39Cl6N6O3OsP as an isolated structure.

Last column: Löwdin charge in e.
CARTESIAN COORDINATES (ANGSTROEM)
Os: -0.14207 1.73822 -1.80815  1.41
O: -2.96413 4.18813 -0.06748  0.18
C: -2.18314 3.65822 -0.80208  -0.43
N: -1.05468 2.92978 -0.44598  -0.05
C: -0.40073 3.10287 0.76983  -0.44
O: -0.76152 3.76812 1.69560  0.18
C: 0.89577 2.32750 0.81391  -0.19
C: 1.68845 2.37816 1.94194  0.05
C: 2.88137 1.66879 1.95380  0.01
C: 3.22139 0.91328 0.83847  -0.01
C: 2.37629 0.90728 -0.25403  -0.09
N: 1.23606 1.61406 -0.27424  -0.09
C: -2.34094 3.68146 -2.29795  -0.18
C: -3.32631 4.45666 -2.87861  0.05
C: -3.44660 4.45290 -4.26050  0.01
C: -2.55477 3.69652 -5.00839  0.00
C: -1.57596 2.96878 -4.35518  -0.13
N: -1.48686 2.94624 -3.02247  -0.07
H: 1.35414 2.97586 2.77873  0.14
H: 3.53823 1.71201 2.81195  0.13
H: 4.14234 0.34844 0.80787  0.13
H: 2.60907 0.32967 -1.13897  0.11
H: -3.96698 5.04549 -2.23680  0.14
H: -4.21624 5.03572 -4.74770  0.13
H: -2.60493 3.67311 -6.08762  0.13
H: -0.84148 2.38729 -4.89711  0.12
Cl: 1.45537 4.27586 -2.16237  0.77
C: 2.12910 3.02313 -3.15283  -0.70
C: 1.44205 1.81290 -3.17880  -0.39
C: 1.99410 0.81835 -3.97723  -0.68
Cl: 1.23603 -0.73319 -3.98656  0.75
C: 3.15597 1.01082 -4.72342  -0.70
Cl: 3.78075 -0.25216 -5.69023  0.75
C: 3.82406 2.23708 -4.65016  -0.69
Cl: 5.27750 2.47433 -5.50665  0.76
C: 3.31376 3.25532 -3.83802  -0.70
Cl: 4.13501 4.74545 -3.68615  0.76
C: -2.10091 -0.14638 -4.56113  -0.23
P: -1.72346 -0.07627 -2.77519  0.81
C: -3.39891 0.03191 -2.06335  -0.21
C: -1.24192 -1.79814 -2.38651  -0.29
H: -2.79850 -0.96783 -4.72501  0.08
H: -1.19412 -0.32903 -5.13500  0.03
H: -2.56281 0.77758 -4.90269  0.04
H: -4.00363 -0.77577 -2.47603  0.07
H: -3.87086 0.98601 -2.30337  0.06
H: -3.36309 -0.06985 -0.98099  0.03
H: -1.92016 -2.20511 -1.63877  0.07
H: -0.22463 -1.84251 -2.00418  -0.03
H: -1.28387 -2.39581 -3.29564  0.04
C: 0.05003 0.22660 4.54942  -0.04
C: -0.38406 -1.18021 4.98228  -0.51
C: -1.89188 -1.16762 5.27701  -0.04
C: 0.33767 -1.53866 6.29175  -0.03
C: -0.06103 -2.26756 3.88955  -0.43
O: -0.22520 -3.56541 4.42158  0.01
C: 1.38855 -2.05199 3.35552  -0.10
C: 2.06569 -3.29690 2.73985  -0.11
C: 1.76388 -3.52220 1.28294  -0.23
C: 2.33509 -2.69451 0.31545  -0.06
C: 2.08876 -2.88808 -1.03400  -0.13
C: 1.26032 -3.92910 -1.43383  -0.67
Cl: 0.98007 -4.19357 -3.11742  0.72
C: 0.68861 -4.77356 -0.49173  -0.07
C: 0.94719 -4.56749 0.85566  -0.02
C: -1.07872 -2.32751 2.72040  -0.02
N: -1.20606 -1.18437 1.84128  -0.06
C: -0.54565 -0.93666 0.71216  -0.11
N: -1.03792 0.14687 0.13367  0.01
C: -2.03808 0.53455 0.98131  -0.20
N: -2.16469 -0.25608 2.01406  0.16
H: -0.28142 0.93405 5.31076  0.10
H: -0.41086 0.52726 3.60846  0.06
H: 1.13435 0.31527 4.46120  0.08
H: -2.06630 -0.62058 6.20429  0.10
H: -2.26922 -2.18217 5.41066  0.10
H: -2.45434 -0.67042 4.48905  0.07
H: 0.28117 -0.68430 6.96584  0.10
H: 1.39630 -1.77084 6.15576  0.09
H: -0.14953 -2.37279 6.79971  0.10
H: 0.21772 -3.62439 5.27451  0.10
H: 2.00591 -1.73614 4.19624  0.11
H: 1.38264 -1.23905 2.62324  0.10
H: 1.78501 -4.17586 3.31582  0.12
H: 3.14492 -3.15906 2.83708  0.13
H: 3.01033 -1.90413 0.62652  0.11
H: 2.55269 -2.25671 -1.78201  0.09
H: 0.06482 -5.59653 -0.81292  0.12
H: 0.52473 -5.24392 1.58901  0.13
H: -2.06255 -2.52536 3.13750  0.14
H: -0.78870 -3.17696 2.10725  0.12
H: 0.25246 -1.55619 0.33212  0.12
H: -2.67529 1.39097 0.83447  0.13

Values from the calculation:
LUMO level = -7.958 eV
frontier orbital gap = 0.2089 hartree
net charge = +2



The following is a DFT calculation (ωB97M-V/def2-TZVPD) of C37H39IMgN5P as an isolated structure.

Last column: Löwdin charge in e.
CARTESIAN COORDINATES (ANGSTROEM)
Mg: -0.53005 1.72856 -0.98732  0.55
C: 3.61943 1.67988 -0.00107  0.02
C: 2.16396 1.38324 -0.16666  -0.26
N: 1.42935 1.85247 -1.09898  0.01
C: 1.77522 2.93641 -1.96248  -0.16
C: 1.07106 4.17299 -1.37660  -0.14
N: -0.32105 3.86501 -1.03095  -0.09
C: -1.31547 4.39599 -1.96217  -0.17
C: -1.49420 3.45858 -3.15275  -0.17
N: -1.75242 2.08973 -2.70196  -0.10
C: -3.13687 1.85072 -2.26287  -0.16
C: -3.30451 1.87882 -0.73384  -0.20
N: -2.15960 1.23715 -0.15413  -0.07
C: -2.16840 0.53184 0.95624  -0.39
C: -3.39460 0.40910 1.82116  0.02
C: -1.00405 -0.18181 1.26891  -0.31
C: -0.75632 -0.66516 2.65014  -0.18
C: 1.31787 -0.34623 3.13410  -0.16
C: 2.00895 0.29498 2.01688  0.00
C: 1.46011 0.55553 0.81517  -0.29
N: 0.15118 0.12021 0.38062  -0.13
H: 4.07284 1.89756 -0.96522  0.09
H: 4.15044 0.84134 0.43876  0.09
H: 3.76508 2.55175 0.63713  0.11
H: 1.37292 2.71044 -2.95151  0.12
H: 2.84723 3.13727 -2.04791  0.13
H: 1.13574 5.00177 -2.09085  0.14
H: 1.60791 4.46081 -0.46812  0.14
H: -0.51309 4.26900 -0.11905  0.12
H: -1.03110 5.38884 -2.33329  0.14
H: -2.26722 4.49552 -1.43535  0.12
H: -0.58412 3.45680 -3.75957  0.12
H: -2.31408 3.83315 -3.78120  0.14
H: -1.59753 1.48782 -3.50509  0.13
H: -3.43188 0.85427 -2.60120  0.13
H: -3.82001 2.57686 -2.71713  0.13
H: -4.24852 1.37346 -0.50201  0.13
H: -3.37946 2.91033 -0.36637  0.12
H: -4.06721 1.24235 1.64507  0.09
H: -3.14076 0.41190 2.87646  0.08
H: -3.92624 -0.51765 1.60325  0.11
H: -1.66733 -1.05994 3.09812  0.16
H: 1.99509 -0.51995 3.97068  0.17
H: 3.00373 0.65609 2.22575  0.13
I: -0.21020 2.44829 2.88726  1.10
C: -0.00480 0.36888 3.54052  -0.60
C: -0.35971 0.26300 4.96819  -0.10
C: -0.35329 -0.89744 5.64631  -0.05
C: 0.08273 -2.17367 5.17525  0.00
C: 0.46304 -2.55273 3.92066  -0.13
C: 1.03116 -3.85572 3.76319  0.00
C: 1.45681 -4.33766 2.57183  -0.04
C: 1.23014 -3.58256 1.39039  -0.05
C: 0.75071 -2.31600 1.44403  -0.17
P: 0.30836 -1.49515 -0.08667  1.11
C: 1.73618 -1.45327 -1.21565  -0.30
C: 3.03688 -1.72054 -0.80251  -0.07
C: 4.08674 -1.53006 -1.68705  -0.05
C: 3.83997 -1.06662 -2.96892  -0.05
C: 2.54432 -0.77679 -3.37507  -0.05
C: 1.49138 -0.96478 -2.49861  -0.09
C: -1.00086 -2.27603 -1.07570  -0.25
C: -0.53360 -3.36752 -1.81653  -0.08
C: -1.41028 -4.13291 -2.56300  -0.04
C: -2.76358 -3.82985 -2.57267  -0.04
C: -3.23129 -2.75505 -1.83163  -0.05
C: -2.36172 -1.98449 -1.07635  -0.05
C: 0.45491 -1.61660 2.73785  -0.23
H: -0.67340 1.16135 5.47795  0.09
H: -0.65840 -0.86639 6.68278  0.12
H: 0.16539 -2.93003 5.94459  0.12
H: 1.12279 -4.46225 4.65155  0.13
H: 1.91566 -5.30885 2.49731  0.12
H: 1.41512 -4.05099 0.43318  0.12
H: 3.22280 -2.09000 0.19746  0.11
H: 5.09735 -1.74555 -1.37589  0.12
H: 4.65917 -0.93534 -3.65834  0.12
H: 2.36136 -0.41766 -4.37672  0.12
H: 0.46542 -0.77069 -2.80644  0.11
H: 0.52250 -3.60498 -1.82486  0.11
H: -1.03887 -4.96609 -3.13904  0.12
H: -3.44958 -4.42877 -3.15218  0.12
H: -4.28607 -2.52385 -1.83211  0.12
H: -2.74728 -1.16243 -0.49712  0.08

Values from the calculation:
LUMO level = -5.646 eV
frontier orbital gap = 0.2503 hartree
net charge = +2



The following is a DFT calculation (ωB97M-V/def2-TZVPD) of C37H39N3O5SSiTi as an isolated structure.

Last column: Löwdin charge in e.
CARTESIAN COORDINATES (ANGSTROEM)
Ti: 0.00290 0.67023 0.24494  0.94
O: -0.25207 1.29064 1.86813  -0.29
C: 0.73910 1.32898 2.85796  -0.21
C: 2.10785 1.22404 2.54572  -0.20
C: 3.08465 1.43335 3.56183  0.02
C: 4.42094 1.37491 3.28683  -0.17
C: 4.92154 1.10196 2.01242  -0.05
C: 4.00436 0.86920 1.01340  -0.03
C: 2.63177 0.92184 1.23841  -0.27
O: 1.76907 0.69309 0.17959  -0.21
N: 5.38016 1.62730 4.40400  -0.34
O: 6.56755 1.73115 4.13386  0.06
O: 4.93372 1.72566 5.53700  0.05
H: 0.40738 1.50250 3.86764  0.10
H: 2.75921 1.66037 4.57052  0.12
H: 5.98662 1.06008 1.83623  0.11
H: 4.34395 0.62957 0.00856  0.12
C: 0.87999 -2.76280 -1.22758  -0.08
C: -0.60126 -3.15661 -1.17421  -0.59
C: -1.30871 -2.64626 -2.43572  -0.08
C: -0.68821 -4.69217 -1.12571  -0.09
Si: -1.39985 -2.32047 0.32617  0.57
O: -1.14416 -0.68274 0.15571  -0.35
C: -3.25116 -2.53773 0.41484  -0.20
C: -4.05565 -1.41722 0.65923  -0.08
C: -5.43807 -1.53591 0.76527  -0.08
C: -6.04423 -2.77894 0.62621  -0.09
C: -5.26686 -3.90547 0.38705  -0.09
C: -3.88382 -3.78583 0.28487  -0.09
C: -0.60127 -2.99912 1.86570  -0.20
C: -0.82352 -4.32438 2.26226  -0.10
C: -0.21975 -4.84065 3.40107  -0.08
C: 0.60883 -4.03513 4.17832  -0.09
C: 0.83292 -2.71634 3.81077  -0.07
C: 0.23783 -2.20960 2.66265  -0.07
H: 1.33993 -3.16285 -2.14116  0.09
H: 1.43370 -3.15409 -0.36616  0.09
H: 1.02248 -1.70040 -1.25229  0.04
H: -0.83481 -3.06735 -3.32809  0.08
H: -1.25794 -1.55827 -2.51425  0.06
H: -2.36854 -2.93240 -2.44402  0.08
H: -0.23679 -5.12419 -2.03166  0.09
H: -1.73178 -5.03588 -1.08610  0.06
H: -0.16203 -5.10169 -0.25360  0.07
H: -3.58785 -0.44512 0.76729  0.10
H: -6.04271 -0.65523 0.95664  0.10
H: -7.12299 -2.87123 0.70014  0.10
H: -5.73562 -4.87772 0.27989  0.10
H: -3.29084 -4.68044 0.09923  0.08
H: -1.48433 -4.96557 1.67846  0.09
H: -0.39781 -5.87007 3.68525  0.10
H: 1.07787 -4.43938 5.06821  0.10
H: 1.46881 -2.07743 4.41759  0.11
H: 0.42647 -1.17993 2.39706  0.07
S: -1.80030 3.55178 -0.27227  1.00
C: -0.60597 4.64786 0.39468  -0.58
N: 0.32563 4.19984 1.24326  0.13
C: 1.31263 4.94232 1.67451  -0.01
C: 1.35008 6.26312 1.31838  0.00
C: 0.31071 6.72486 0.54104  -0.09
N: -0.63770 5.94463 0.06744  0.11
H: 0.20192 3.23768 1.60954  0.13
H: 2.04547 4.43984 2.30269  0.16
H: 2.14924 6.91242 1.65052  0.12
H: 0.24423 7.77159 0.25695  0.13
C: 1.28794 3.15406 -2.07208  -0.06
C: -0.11512 2.60981 -2.38980  -0.54
C: -0.83983 3.73858 -3.15821  -0.08
C: -0.88963 2.12577 -1.07847  -0.45
C: -0.00778 1.38538 -3.31841  -0.19
C: -1.08298 1.00472 -4.12416  -0.04
C: -0.96587 -0.03418 -5.03663  -0.08
C: 0.23520 -0.72438 -5.16253  -0.10
C: 1.29691 -0.38860 -4.34155  -0.08
C: 1.17271 0.64860 -3.42183  -0.04
H: 1.21370 4.14377 -1.60885  0.07
H: 1.85446 3.28237 -3.00017  0.10
H: 1.85432 2.51100 -1.41251  0.06
H: -0.76560 4.69105 -2.62906  0.06
H: -1.90499 3.52845 -3.29915  0.08
H: -0.37948 3.85964 -4.14550  0.10
H: -1.76180 1.56909 -1.40949  0.04
H: -2.02832 1.52861 -4.05332  0.11
H: -1.81513 -0.30293 -5.65654  0.11
H: 0.33169 -1.52806 -5.88792  0.11
H: 2.23439 -0.93271 -4.41778  0.11
H: 2.02229 0.89580 -2.79910  0.10

Values from the calculation:
LUMO level (alpha / beta) = -1.513 / -1.517 eV
frontier orbital gap (alpha / beta) = 0.1603 / 0.1578 hartree